Record 1
Below is a 6-piece molecular cluster, C13H24Cl10O3 overall, with properties calculated with the ωB97M-V functional and the def2-TZVPD basis.

Cartesian coordinates (Å):
O: 13.8082 12.7879 -25.4679
C: 13.1637 13.4768 -24.7561
O: 11.9767 13.1155 -24.2105
C: 11.3799 14.2190 -23.5359
C: 12.5312 15.2594 -23.4697
O: 13.5226 14.7135 -24.3400
H: 10.5211 14.5933 -24.0921
H: 11.0523 13.8982 -22.5487
H: 12.9305 15.3404 -22.4616
H: 12.2223 16.2219 -23.8641
Cl: 5.6922 4.7145 -25.0392
C: 5.9830 6.4742 -24.8210
C: 4.6710 7.1696 -24.5553
Cl: 4.9973 8.9332 -24.5118
H: 6.4319 6.8054 -25.7503
H: 6.6492 6.6106 -23.9766
H: 4.2978 6.9341 -23.5630
H: 3.9084 6.9539 -25.2954
Cl: 8.7147 10.1603 -24.8350
C: 9.5589 10.3080 -23.2618
C: 10.2279 9.0145 -22.9025
Cl: 9.0514 7.7151 -22.5045
H: 8.8187 10.6317 -22.5372
H: 10.3262 11.0689 -23.4067
H: 10.8748 9.0740 -22.0323
H: 10.8355 8.6490 -23.7279
Cl: 13.7786 8.9046 -19.8801
C: 14.5547 10.3799 -20.4869
C: 13.6261 11.2117 -21.3491
Cl: 13.2482 10.3908 -22.8896
H: 15.4362 10.0888 -21.0529
H: 14.8795 10.9887 -19.6438
H: 14.1928 12.0963 -21.6412
H: 12.7090 11.4649 -20.8271
Cl: 10.8022 14.3257 -27.0833
C: 9.6870 13.0584 -26.5074
C: 9.2563 12.1186 -27.6016
Cl: 8.1942 12.8941 -28.7898
H: 8.8125 13.5199 -26.0559
H: 10.2494 12.4952 -25.7653
H: 8.7068 11.3005 -27.1378
H: 10.1078 11.6563 -28.0960
Cl: 14.8971 8.6028 -27.6451
C: 13.9768 9.1376 -26.2026
C: 12.7855 9.9878 -26.5557
Cl: 11.6619 9.2151 -27.7031
H: 14.6524 9.7763 -25.6337
H: 13.7520 8.2411 -25.6350
H: 13.0379 10.9744 -26.9281
H: 12.2063 10.1465 -25.6416

Cartesian forces (eV/Å) of the 2 atoms listed first:
O 0.26 -0.26 -0.23
C -0.17 0.42 0.41

strongest force on any atom	0.8	eV/Å
lowest unoccupied orbital energy	-0.0565	eV
E	-5337.41663	hartree
energy relative to the best compared isomer or geometry (same formula, charge and spin)	0.0	kcal/mol
orbital gap	10.49	eV
net charge	0

***

Record 2
Below is C36H33N3O7PS5Yb as an isolated structure, with properties calculated with the ωB97M-V functional and the def2-TZVPD basis.

Cartesian coordinates (Å):
Yb: -0.4717 1.2059 0.6806
S: 0.3811 1.3828 3.3013
S: 1.0020 -0.4127 3.9880
S: -0.4799 -1.8658 3.2029
S: -1.9061 -0.7575 2.3715
O: 1.6365 4.9990 1.0322
C: 1.4936 3.8825 0.5661
O: 0.4085 3.1847 0.5599
C: 2.6649 3.1962 -0.1469
P: 2.5291 1.3742 0.0198
C: 3.5593 1.0019 1.4940
C: 4.0496 -0.2944 1.6577
C: 4.7676 -0.6492 2.7884
C: 4.9930 0.2896 3.7879
C: 4.4868 1.5736 3.6476
C: 3.7727 1.9282 2.5098
C: 3.7173 0.8420 -1.3007
C: 3.2212 0.3820 -2.5188
C: 4.0841 0.0185 -3.5482
C: 5.4563 0.1125 -3.3748
C: 5.9636 0.5795 -2.1674
C: 5.1019 0.9411 -1.1426
H: 3.6207 3.5990 0.1852
H: 2.5478 3.4108 -1.2126
H: 3.8669 -1.0378 0.8877
H: 5.1329 -1.6642 2.8959
H: 5.5398 0.0148 4.6824
H: 4.6262 2.3018 4.4375
H: 3.3522 2.9242 2.4366
H: 2.1483 0.3497 -2.6626
H: 3.6762 -0.3367 -4.4872
H: 6.1299 -0.1734 -4.1744
H: 7.0349 0.6593 -2.0227
H: 5.5078 1.2894 -0.2000
C: -5.3711 0.3920 1.9463
C: -5.5384 1.8415 1.4962
C: -4.6833 2.3082 0.2807
C: -5.2059 1.8364 -1.0830
C: -5.4647 0.3419 -1.2738
C: -4.7998 3.8359 0.3415
O: -5.6916 4.4586 -0.2080
N: -3.8926 4.4397 1.1542
C: -2.8059 3.8082 1.8282
O: -2.2749 4.4159 2.7243
N: -2.4397 2.5839 1.3473
C: -3.2289 1.9212 0.5057
O: -2.7400 0.9423 -0.0967
H: -5.8949 0.2499 2.8947
H: -4.3235 0.1383 2.1239
H: -5.7733 -0.3236 1.2332
H: -5.2842 2.4812 2.3454
H: -6.5803 2.0612 1.2424
H: -4.4889 2.1760 -1.8356
H: -6.1254 2.3921 -1.2701
H: -4.6466 -0.2689 -0.8957
H: -5.5771 0.1321 -2.3415
H: -6.3924 0.0313 -0.7899
H: -4.0268 5.4157 1.3693
N: 0.5103 -0.9223 0.5063
C: 0.8667 -1.8425 1.1181
C: 1.6813 -3.0457 1.2271
C: 1.7618 -3.8687 0.1067
C: 2.5552 -5.0063 0.1421
C: 3.2815 -5.3111 1.2854
C: 3.2073 -4.4768 2.3957
C: 2.4020 -3.3496 2.3737
H: 1.1913 -3.6107 -0.7764
H: 2.6055 -5.6511 -0.7261
H: 3.9053 -6.1963 1.3123
H: 3.7778 -4.7065 3.2870
H: 2.3432 -2.6826 3.2248
O: -4.1274 -4.1832 -3.9469
C: -2.7818 -4.1119 -3.7409
O: -2.1286 -5.1128 -3.8869
C: -2.2367 -2.7951 -3.3253
C: -3.0044 -1.6357 -3.1943
C: -2.4346 -0.4342 -2.8231
C: -1.0617 -0.3287 -2.5557
S: -0.3353 1.2021 -2.1152
C: -0.3034 -1.5075 -2.6644
C: -0.8736 -2.7052 -3.0518
H: -4.5180 -3.3219 -3.7577
H: -4.0790 -1.6370 -3.3619
H: -3.0463 0.4490 -2.7031
H: 0.7512 -1.4666 -2.4237
H: -0.2741 -3.6036 -3.1394

Cartesian forces (eV/Å) of the 2 atoms listed first:
Yb -0.47 0.08 0.27
S 0.19 0.08 -0.11

strongest force on any atom	0.7	eV/Å
lowest unoccupied orbital energy (alpha / beta)	4.0435 / 4.0435	eV
E	-5573.98534	hartree
expectation value of S²	0.751
energy relative to the best compared isomer or geometry (same formula, charge and spin)	8.2	kcal/mol
orbital gap (alpha / beta)	5.49 / 5.49	eV
net charge	-2
spin multiplicity	2

***

Record 3
Below is one molecule with the formula C7H12 at a distorted geometry, with properties calculated with the ωB97M-V functional and the def2-TZVPD basis.

Cartesian coordinates (Å):
C: -1.8462 -2.5055 0.0117
C: -0.9240 -1.5825 -0.1986
C: -0.8079 -0.3429 0.6758
C: 0.6055 0.1652 0.6388
C: 1.3003 0.4332 1.7275
C: 1.1049 0.5507 -0.7489
C: 0.5921 1.9953 -1.0703
H: -2.0857 -3.2980 -0.6945
H: -2.6715 -2.5610 0.7313
H: -0.3263 -1.6110 -1.1392
H: -1.3920 0.3404 0.0363
H: -1.1102 -0.6192 1.6805
H: 0.8867 0.2470 2.7206
H: 2.3150 0.8101 1.7727
H: 2.2315 0.5366 -0.7749
H: 0.8647 0.0963 -1.7229
H: -0.0690 2.5137 -0.3859
H: 1.3597 2.7556 -1.2783
H: -0.0276 2.0761 -1.9819

Cartesian forces (eV/Å) of the 2 atoms listed first:
C -1.37 -0.99 -0.68
C -0.21 -0.11 -0.20

strongest force on any atom	2.4	eV/Å
lowest unoccupied orbital energy	1.0719	eV
E	-273.83039	hartree
energy relative to the best compared isomer or geometry (same formula, charge and spin)	49.0	kcal/mol
orbital gap	10.42	eV
net charge	0

***

Record 4
Below is one molecule with the formula C4HNO at a distorted geometry, with properties calculated with the ωB97M-V functional and the def2-TZVPD basis.

Cartesian coordinates (Å):
C: 1.8677 0.2515 -0.1407
C: 0.7443 -0.1519 0.0161
C: -0.6057 -0.6319 0.1972
O: -0.9185 -1.5583 0.8996
C: -1.6127 0.3211 -0.3314
N: -2.3550 1.2142 -0.3364
H: 2.8800 0.5554 -0.3044

Cartesian forces (eV/Å) of the 2 atoms listed first:
C -0.45 -0.30 -0.04
C 0.81 -0.07 -0.29

strongest force on any atom	1.6	eV/Å
lowest unoccupied orbital energy	-1.2672	eV
E	-282.90686	hartree
energy relative to the best compared isomer or geometry (same formula, charge and spin)	6.5	kcal/mol
orbital gap	10.39	eV
net charge	0

***

Record 5
Below is C16H40BaF6Hg2N2O22S4 as an isolated structure at a distorted geometry, with properties calculated with the ωB97M-V functional and the def2-TZVPD basis.

Cartesian coordinates (Å):
Ba: -0.4052 3.2563 -2.5394
Hg: -0.1044 2.5173 1.6670
Hg: 3.6113 -0.8230 0.0616
S: 0.0914 -0.0100 0.0733
O: -0.8598 -0.9048 -0.6045
O: -0.1933 0.1510 1.5198
O: 1.4642 -0.5168 -0.1071
O: 0.1005 1.3973 -0.3243
S: 0.3188 5.3361 0.8730
O: 1.6490 5.5474 0.3437
O: -0.4764 6.5572 0.9034
O: -0.4082 4.2333 0.1748
O: 0.4400 4.7477 2.1997
C: -1.8069 2.5671 6.1538
F: -2.5799 1.4563 6.2164
F: -2.5119 3.5249 5.5258
F: -1.5125 2.9311 7.3699
S: -0.1894 2.1483 5.1753
O: 0.8036 3.1804 5.4160
O: 0.2329 0.8557 5.6871
O: -0.5927 2.1162 3.7622
C: 4.7261 3.0517 -2.6565
F: 5.2331 4.2522 -2.7080
F: 3.8758 2.9429 -3.6930
F: 5.6871 2.1160 -2.6959
S: 3.6442 2.7427 -1.0581
O: 3.8847 1.3212 -0.7187
O: 4.1742 3.5947 -0.0353
O: 2.2396 3.0172 -1.4144
C: -0.9578 -2.1842 3.6766
C: -0.6487 -3.6036 3.1472
O: 0.3793 -4.1872 3.9411
O: 0.1843 -1.3419 3.6574
H: -1.5143 -2.1010 4.6091
H: -1.6504 -1.8284 2.9037
H: -0.2314 -3.4570 2.1479
H: -1.5303 -4.2460 3.1453
H: 1.1824 -4.2838 3.4322
H: 0.1204 -0.7747 2.8664
C: -1.8424 -4.3182 -0.5973
C: -1.0812 -3.9329 -1.8609
O: 0.1072 -3.1217 -1.6512
O: -2.6039 -3.2734 -0.0016
H: -1.0578 -4.5628 0.1277
H: -2.4389 -5.2222 -0.6974
H: -1.7825 -3.3042 -2.4213
H: -0.6942 -4.7755 -2.4325
H: -0.2533 -2.2731 -1.2889
H: -2.1410 -2.4353 0.0854
C: -0.3562 0.0089 -5.6081
C: 0.3278 -0.0863 -4.2407
O: -0.2301 0.5809 -3.1497
O: 0.5054 0.2439 -6.6952
H: -1.1601 0.7328 -5.4182
H: -0.8869 -0.9092 -5.8630
H: 1.3864 0.2029 -4.2848
H: 0.5442 -1.1263 -3.9668
H: -0.7515 -0.0445 -2.6224
H: 0.5833 1.1970 -6.8009
C: 3.6956 -5.0168 -1.6057
C: 4.0074 -3.5715 -1.2165
C: 3.9727 -2.6853 -2.4889
O: 3.9639 -1.2842 -2.2198
C: 4.2681 -0.5011 -3.3582
N: 2.9692 -3.0939 -0.3100
H: 4.0198 -5.6503 -0.7801
H: 4.0514 -5.3826 -2.5684
H: 2.6113 -5.1264 -1.6961
H: 4.9715 -3.5855 -0.7083
H: 3.0307 -2.9018 -3.0010
H: 4.8373 -2.8658 -3.1298
H: 3.7717 -0.8857 -4.2485
H: 5.3553 -0.4187 -3.4288
H: 4.0245 0.5465 -3.2272
H: 2.0281 -2.9167 -0.6756
H: 2.7669 -3.8809 0.3038
C: -3.3807 0.6918 2.5314
C: -3.6630 1.6715 1.4028
C: -4.8321 2.6312 1.8007
O: -5.2067 3.4329 0.6821
C: -6.5459 3.9081 0.7806
N: -2.4251 2.4792 1.0710
H: -2.7454 -0.1008 2.1356
H: -4.2273 0.1359 2.9388
H: -2.8820 1.2071 3.3522
H: -4.0316 1.0126 0.6128
H: -4.5528 3.2697 2.6429
H: -5.6651 1.9804 2.0763
H: -6.7119 4.4993 1.6818
H: -7.3297 3.1510 0.6823
H: -6.7942 4.5371 -0.0758
H: -2.8292 3.3921 1.2736
H: -2.5660 2.4410 0.0632

Cartesian forces (eV/Å) of the 2 atoms listed first:
Ba 1.49 0.05 3.03
Hg 0.29 1.59 1.51

strongest force on any atom	5.1	eV/Å
lowest unoccupied orbital energy	-3.4168	eV
E	-4922.56896	hartree
orbital gap	3.81	eV
net charge	0

***

Record 6
Below is one molecule with the formula C19H19F3N6O3 at a distorted geometry, with properties calculated with the ωB97M-V functional and the def2-TZVPD basis.

Cartesian coordinates (Å):
N: 1.2433 5.3664 -1.3939
C: 0.3477 4.3729 -1.6233
O: -0.5329 4.3511 -2.6554
C: -1.1287 3.1470 -2.6071
C: -2.0535 2.6101 -3.5035
C: -2.5110 1.3188 -3.1898
C: -2.0032 0.6449 -2.0766
N: -1.0906 1.1505 -1.2038
C: -0.6592 2.3938 -1.5203
C: 0.2936 3.2116 -0.8755
C: 1.1596 2.7959 0.2098
O: 1.9057 3.6421 0.7020
N: 1.1035 1.5031 0.6781
C: 2.0842 0.7542 1.3895
C: 3.2949 1.2142 1.9001
N: 4.2459 0.4166 2.4321
C: 3.9365 -0.8768 2.5882
C: 2.7122 -1.4124 2.2363
C: 1.7782 -0.6038 1.5844
N: 0.4971 -1.1066 1.1815
C: -0.4345 -1.4620 2.2686
C: -1.8418 -1.7451 1.6936
N: -2.4693 -0.4788 1.1710
C: -1.7691 -2.8499 0.6093
O: -2.4610 -2.2765 -0.4807
C: -0.3678 -3.2324 0.1355
C: -0.3594 -4.1436 -1.1004
F: -0.7073 -3.4877 -2.2694
F: -1.2414 -5.1616 -0.9602
F: 0.8982 -4.6157 -1.1810
C: 0.4815 -1.9424 -0.0695
H: 1.5626 5.9324 -2.2207
H: 1.8703 5.1573 -0.5954
H: -2.3979 3.1825 -4.3659
H: -3.1659 0.8028 -3.8810
H: -2.3810 -0.3396 -1.9293
H: 0.3987 0.9618 0.2270
H: 3.5301 2.2439 1.7993
H: 4.6872 -1.5239 3.0491
H: 2.4844 -2.4272 2.4428
H: -0.0401 -2.3589 2.7884
H: -0.4841 -0.6479 2.9717
H: -2.4495 -2.0766 2.5366
H: -2.7270 0.1449 1.9540
H: -1.8025 0.0225 0.5480
H: -2.2732 -3.7312 0.9832
H: -2.8221 -1.4601 -0.0685
H: 0.1286 -3.8178 0.9176
H: 0.0539 -1.3404 -0.8859
H: 1.4760 -2.2224 -0.3406

Cartesian forces (eV/Å) of the 2 atoms listed first:
N -0.27 0.81 -1.67
C 1.42 -0.50 1.24

strongest force on any atom	2.8	eV/Å
lowest unoccupied orbital energy	0.4257	eV
E	-1589.32235	hartree
energy relative to the best compared isomer or geometry (same formula, charge and spin)	0.0	kcal/mol
orbital gap	8.70	eV
net charge	0